The following is a quantum chemistry calculation of a structure of composition C28H32N5O4PTl in a non-equilibrium geometry, from the Open Molecules 2025 dataset.

Its LUMO energy is 2.411 eV. As for the energy above the lowest of the compared OMol25 structures with the same formula, charge and spin: 2.198 eV. The total charge is -1. The calculation puts the total energy at -59177.6025 eV. The multiplicity is 1. For the highest occupied orbital energy, the calculation gives -3.5 eV. Its orbital gap is 0.218 Eh.

XYZ file:
```
71
Properties=species:S:1:pos:R:3:forces:R:3:mulliken_charge:R:1
Tl 0.680 1.072 -1.526 0.2 0.0 -0.5 0.94
N 2.010 4.742 -1.085 0.1 0.0 -0.1 -0.34
C 1.113 5.540 -0.270 -0.1 0.1 0.1 -0.68
C 0.354 4.687 0.745 -0.1 0.0 0.0 -0.82
N -0.487 3.673 0.161 0.1 0.0 0.1 0.60
C -1.799 4.051 -0.306 0.0 0.0 -0.2 -0.86
C -1.920 3.979 -1.833 -0.1 0.0 0.0 -0.85
N -1.948 2.572 -2.220 0.0 0.0 0.0 -0.26
H 2.496 5.299 -1.773 0.0 0.0 0.0 0.19
H 2.697 4.252 -0.526 0.0 0.0 0.0 0.17
H 1.606 6.349 0.295 0.0 0.0 0.0 0.36
H 0.396 6.025 -0.939 0.0 0.0 0.0 0.29
H 1.069 4.194 1.411 0.0 0.0 -0.1 0.37
H -0.220 5.385 1.380 0.0 0.0 0.0 0.35
H -0.453 2.804 0.670 0.0 0.0 0.0 -0.34
H -2.549 3.370 0.112 0.0 0.0 0.0 0.42
H -2.070 5.055 0.051 0.1 0.0 -0.1 0.31
H -2.806 4.547 -2.159 0.0 -0.1 0.0 0.39
H -1.045 4.443 -2.292 0.1 0.0 0.1 0.38
H -2.785 2.127 -1.860 0.0 -0.1 0.0 0.08
H -1.940 2.410 -3.221 0.0 0.2 0.0 0.19
C -1.274 -4.573 -0.281 0.0 0.0 0.0 -0.55
C -1.134 -3.997 0.975 0.0 0.0 0.0 -0.69
C -0.144 -3.054 1.204 0.1 0.0 0.0 -0.02
C 0.726 -2.675 0.183 0.0 0.0 0.0 0.66
C 0.581 -3.265 -1.069 0.0 0.0 0.0 -0.61
C -0.411 -4.208 -1.303 0.0 0.0 0.0 -0.45
P 2.028 -1.396 0.382 0.0 -0.2 -0.1 -0.40
C 3.386 -2.408 1.103 0.0 0.1 0.1 0.32
C 4.558 -1.742 1.470 0.0 0.0 0.0 -0.31
C 5.643 -2.429 1.989 0.0 0.0 0.0 -0.59
C 5.586 -3.810 2.135 0.0 0.0 0.0 -0.45
C 4.435 -4.486 1.764 0.0 0.0 0.0 -0.69
C 3.343 -3.790 1.258 0.0 -0.1 0.0 -0.33
C 1.353 -0.429 1.773 -0.1 0.0 0.0 -0.21
C 1.812 -0.490 3.084 0.1 0.0 -0.1 -0.17
C 1.163 0.238 4.075 -0.1 0.1 0.0 -0.68
C 0.052 0.996 3.736 0.0 0.0 0.0 -1.31
C -0.394 1.025 2.413 0.2 0.0 0.2 -0.17
C 0.236 0.338 1.364 0.1 -0.1 0.5 0.15
H -2.063 -5.290 -0.466 0.0 0.0 0.0 0.35
H -1.808 -4.273 1.777 0.0 0.0 0.0 0.41
H -0.049 -2.592 2.179 0.0 0.0 0.0 0.42
H 1.223 -2.954 -1.886 0.0 0.0 0.0 0.35
H -0.525 -4.631 -2.293 0.0 0.0 0.0 0.35
H 4.619 -0.665 1.351 0.0 0.0 0.0 0.36
H 6.536 -1.886 2.272 0.0 0.0 0.0 0.37
H 6.435 -4.351 2.535 0.0 0.0 0.0 0.36
H 4.377 -5.562 1.874 0.0 0.0 0.0 0.38
H 2.448 -4.337 0.988 0.0 0.0 0.0 0.36
H 2.663 -1.111 3.347 0.0 0.0 0.0 0.36
H 1.512 0.199 5.100 0.0 0.0 0.0 0.39
H -0.475 1.557 4.502 0.0 0.0 0.0 0.35
H -1.286 1.624 2.213 -0.1 0.0 0.0 0.37
O -5.668 -1.006 -2.806 0.3 0.1 -0.2 -0.57
C -5.225 -1.134 -1.563 0.1 0.0 -0.1 0.43
O -5.961 -1.472 -0.662 0.0 0.0 0.0 -0.64
C -3.788 -0.837 -1.296 -0.2 0.1 0.1 0.42
C -3.328 -0.734 0.004 0.1 0.1 -0.2 -1.21
N -2.029 -0.417 -0.063 -1.0 -0.4 -0.3 1.27
N -1.594 -0.343 -1.310 0.0 0.1 0.2 0.34
C -2.636 -0.566 -2.091 0.0 -0.2 -0.3 -0.12
C -2.533 -0.376 -3.578 -0.3 0.1 0.6 0.46
O -3.586 -0.160 -4.199 0.0 -0.2 0.0 -0.85
O -1.403 -0.359 -4.175 0.2 0.1 -0.2 -0.34
H -4.930 -0.668 -3.405 -0.1 -0.1 0.2 0.46
H -3.853 -0.855 0.935 0.0 0.0 0.0 0.55
H -1.329 -0.201 0.663 0.7 0.1 0.1 -0.30
C -0.024 -0.600 -3.568 -0.4 -0.1 0.1 -0.99
H 0.510 -0.908 -4.473 0.1 0.1 0.0 0.34
H -0.175 -1.513 -2.977 0.1 0.0 0.0 0.19
```
Positions in Å, forces in eV/Å.

---

The following is a quantum chemistry calculation of a structure of composition C28H33AsF7N5SiTi, from the Open Molecules 2025 dataset.

Its LUMO energy is -6.685 eV. As for the energy above the lowest of the compared OMol25 structures with the same formula, charge and spin: 0.000 eV. The total charge is +2. The calculation puts the total energy at -147871.5192 eV. The multiplicity is 1. For the highest occupied orbital energy, the calculation gives -14.4 eV. Its orbital gap is 0.283 Eh.

XYZ file:
```
76
Properties=species:S:1:pos:R:3:forces:R:3:mulliken_charge:R:1
Ti 0.043 0.382 0.026 0.0 -0.4 -0.6 -0.66
C -2.652 -0.861 0.846 0.0 0.0 -0.1 -0.36
C -2.736 -0.067 2.139 0.0 0.0 0.0 -1.43
C -1.446 0.271 2.843 0.0 0.0 0.0 0.64
C -1.459 0.547 4.204 0.0 0.0 0.0 -1.12
C -0.281 0.862 4.858 0.0 0.0 0.0 -0.72
C 0.913 0.868 4.146 -0.1 -0.1 0.1 -1.01
C 0.862 0.563 2.807 0.1 0.0 -0.1 -0.48
N -0.293 0.295 2.164 0.1 0.0 -0.3 1.79
N -2.105 -0.121 -0.325 0.0 0.0 0.1 0.21
C -2.944 1.068 -0.634 0.0 0.0 -0.1 -1.19
C -2.429 2.296 0.045 0.0 0.0 0.0 0.57
C -3.214 3.415 0.255 0.0 0.0 0.0 -1.20
C -2.639 4.527 0.846 0.0 0.0 0.0 -0.52
C -1.303 4.478 1.218 0.0 0.0 0.0 -1.26
C -0.590 3.323 0.981 -0.1 0.0 0.0 -0.28
N -1.141 2.247 0.393 0.1 0.1 0.1 1.12
C -2.123 -1.002 -1.520 0.0 0.1 0.0 -0.85
C -1.295 -0.343 -2.587 0.0 0.0 0.1 0.75
C -1.487 -0.546 -3.936 0.0 0.0 0.0 -0.93
C -0.637 0.088 -4.832 0.0 0.0 0.0 -0.61
C 0.365 0.916 -4.351 0.0 0.0 0.0 -1.06
C 0.491 1.087 -2.986 -0.1 0.0 0.0 -0.52
N -0.326 0.464 -2.123 0.0 0.1 0.2 1.23
H -3.662 -1.198 0.590 0.0 0.0 0.0 0.64
H -2.036 -1.750 0.980 0.0 0.0 0.0 -0.49
H -3.330 -0.669 2.830 0.0 0.0 0.0 0.78
H -3.318 0.849 1.999 0.0 0.0 0.0 0.48
H -2.395 0.510 4.744 0.0 0.0 0.0 0.60
H -0.291 1.088 5.916 0.0 0.0 0.0 0.48
H 1.860 1.088 4.617 0.0 0.0 0.0 0.58
H 1.766 0.532 2.209 0.0 0.0 0.0 0.21
H -3.987 0.866 -0.376 0.0 0.0 0.0 0.48
H -2.910 1.244 -1.710 0.0 0.0 0.0 0.61
H -4.254 3.412 -0.043 0.0 0.0 0.0 0.57
H -3.226 5.419 1.019 0.0 0.0 0.0 0.46
H -0.816 5.322 1.684 0.0 0.0 0.0 0.57
H 0.449 3.247 1.258 0.0 0.0 0.0 0.53
H -3.149 -1.157 -1.865 0.0 -0.1 0.0 0.68
H -1.700 -1.968 -1.238 0.0 0.0 0.0 0.03
H -2.287 -1.188 -4.281 0.0 0.0 0.0 0.58
H -0.763 -0.057 -5.897 0.0 0.0 0.0 0.47
H 1.040 1.432 -5.018 0.0 0.0 0.0 0.57
H 1.253 1.724 -2.565 0.0 0.0 0.0 0.40
C -0.134 -2.789 2.687 0.0 0.0 0.0 -1.19
Si 0.609 -2.963 0.986 -0.1 0.0 -0.1 0.14
C -0.417 -4.176 0.005 0.0 0.0 0.0 -1.07
C 2.363 -3.534 1.151 0.0 0.0 0.0 -1.24
N 0.616 -1.390 0.042 0.1 0.2 0.4 1.80
C 1.628 -1.447 -0.996 -0.2 0.1 0.0 0.28
C 1.356 -2.011 -2.248 0.2 0.0 0.0 -0.01
C 2.335 -2.068 -3.218 0.1 0.0 0.0 -0.96
C 3.607 -1.552 -2.960 -0.1 -0.1 0.0 -0.69
C 3.901 -1.006 -1.726 0.0 0.0 0.2 -0.82
C 2.913 -0.974 -0.759 0.0 0.0 0.0 0.06
F 3.196 -0.483 0.462 0.0 -0.1 -0.1 -0.43
H -0.072 -3.796 3.113 0.0 0.0 0.0 0.59
H -1.187 -2.512 2.716 0.0 0.0 0.0 0.37
H 0.429 -2.133 3.352 0.0 0.0 0.0 0.30
H -0.114 -5.188 0.284 0.0 0.0 0.0 0.49
H -0.281 -4.102 -1.074 0.0 0.0 0.0 0.29
H -1.483 -4.096 0.235 0.0 0.0 -0.1 0.32
H 2.363 -4.391 1.829 0.0 0.0 0.0 0.47
H 3.008 -2.771 1.588 0.0 0.0 0.0 0.34
H 2.796 -3.864 0.206 0.0 0.0 0.0 0.34
H 0.375 -2.420 -2.446 0.0 0.0 0.0 0.36
H 2.119 -2.521 -4.176 0.0 0.0 0.0 0.51
H 4.372 -1.593 -3.723 0.0 0.0 0.0 0.46
H 4.880 -0.611 -1.488 0.0 0.0 0.0 0.57
F 1.470 1.521 -0.119 -0.1 -0.1 0.1 -0.20
As 3.219 3.180 -0.494 -0.1 0.1 0.0 1.64
F 4.080 2.131 0.512 0.1 -0.1 0.1 -0.40
F 2.492 3.832 0.909 0.0 0.0 0.0 -0.46
F 4.363 4.341 -0.823 0.0 0.0 0.0 -0.31
F 1.892 3.789 -1.378 -0.1 0.0 0.0 -0.43
F 3.488 2.094 -1.781 0.0 0.0 -0.1 -0.40
```
Positions in Å, forces in eV/Å.

---

The following is a quantum chemistry calculation of a structure of composition C28H33BiClN2O2 in a non-equilibrium geometry, from the Open Molecules 2025 dataset.

Its LUMO energy (spin up / spin down) is 2.534 / 2.533 eV. The total charge is -1. The calculation puts the total energy at -54996.6387 eV. The multiplicity is 1. For the highest occupied orbital energy (spin up / spin down), the calculation gives -2.2 / -2.2 eV. Its orbital gap (spin up / spin down) is 0.173 / 0.173 Eh.

XYZ file:
```
67
Properties=species:S:1:pos:R:3:forces:R:3:mulliken_charge:R:1
Bi 0.027 0.000 -0.173 -0.8 0.0 2.8 1.14
Cl -0.339 0.030 2.731 -4.2 0.1 1.1 -0.55
N 0.273 2.217 0.080 -3.1 0.1 -2.8 -0.17
N 0.206 -2.222 0.107 -3.0 0.0 -3.0 -0.24
C -0.246 2.919 -0.913 2.1 -2.2 3.5 0.76
C -0.300 -2.922 -0.894 2.1 2.2 3.6 0.71
C 1.173 2.933 0.911 0.0 0.8 0.2 1.82
C 1.483 4.050 -0.049 -0.1 0.7 -0.8 -1.08
C 2.412 2.188 1.326 0.1 0.7 0.6 -2.27
C 0.326 3.402 2.102 0.0 0.3 0.0 -1.42
H 2.941 1.714 0.484 -0.1 0.6 0.3 0.50
H 2.160 1.338 2.163 0.4 2.4 -1.2 0.59
H 3.048 2.874 1.901 0.2 0.1 -0.3 0.36
H -0.539 3.983 1.721 0.4 -0.2 0.3 0.40
H 0.966 4.041 2.716 -0.2 0.1 0.2 0.40
H -0.051 2.547 2.688 0.2 0.3 -0.4 0.08
C 1.070 -2.947 0.968 -0.1 -0.9 0.2 1.87
C 1.371 -4.088 0.033 0.0 -0.7 -0.7 -1.01
C 0.185 -3.375 2.150 0.0 -0.3 0.0 -1.50
C 2.319 -2.227 1.396 0.0 -1.1 0.5 -2.49
H 2.871 -1.774 0.555 -0.1 -0.6 0.4 0.50
H 2.935 -2.932 1.973 0.2 -0.2 -0.3 0.33
H 2.088 -1.381 2.238 0.3 -2.3 -1.3 0.49
H -0.686 -3.939 1.758 0.4 0.2 0.3 0.41
H -0.175 -2.501 2.721 0.3 -0.3 -0.3 0.14
H 0.795 -4.024 2.784 -0.2 0.0 0.2 0.40
O 0.241 -4.102 -0.944 0.7 -2.5 -0.6 -0.43
H 1.402 -5.050 0.531 0.1 -0.3 -0.2 0.35
H 2.273 -3.884 -0.564 -0.3 -0.2 0.2 0.35
O 0.324 4.083 -0.995 0.8 2.5 -0.6 -0.43
H 2.360 3.809 -0.668 -0.3 0.2 0.2 0.35
H 1.557 5.017 0.433 0.1 0.3 -0.2 0.34
C -1.355 2.520 -1.815 0.1 0.5 0.0 -1.19
C -1.371 -2.513 -1.837 0.1 -0.5 0.0 -1.14
C -1.185 -1.232 -2.627 -0.3 0.6 -0.9 -0.43
H -2.300 -2.454 -1.231 0.3 0.1 -0.4 0.28
H -1.438 -3.350 -2.535 -0.3 0.1 0.2 0.30
C -1.003 0.005 -2.066 -0.2 0.0 1.1 1.29
C -1.182 1.246 -2.619 -0.3 -0.7 -0.9 -0.42
H -1.916 0.022 0.180 1.0 0.0 0.3 -0.02
C -1.415 1.227 -3.975 -0.3 0.8 -0.4 1.29
C -1.494 0.015 -4.639 0.0 0.0 -0.5 -1.42
C -1.625 2.499 -4.713 -0.2 0.5 -1.0 -2.01
C -1.419 -1.201 -3.983 -0.3 -0.8 -0.4 1.31
H -1.665 0.019 -5.711 0.0 0.0 0.0 0.17
C -1.633 -2.468 -4.730 -0.2 -0.5 -1.0 -2.02
H -1.704 -2.232 -5.800 0.0 -0.3 0.1 0.37
H -2.567 -2.979 -4.443 0.3 0.2 -0.1 0.35
H -0.800 -3.176 -4.596 -0.3 0.2 0.0 0.37
H -2.560 3.008 -4.426 0.3 -0.2 -0.1 0.35
H -1.692 2.270 -5.785 0.0 0.3 0.1 0.36
H -0.792 3.205 -4.571 -0.3 -0.2 0.0 0.36
H -1.455 3.363 -2.502 -0.3 -0.1 0.2 0.33
H -2.259 2.447 -1.173 0.3 -0.1 -0.4 0.26
C 1.984 -0.029 1.560 2.6 0.2 6.8 -0.84
C 1.835 0.002 2.946 1.6 0.0 -0.6 -0.09
C 1.894 -0.004 4.541 -0.4 -0.1 -0.2 0.85
C 1.112 0.952 5.330 0.7 -0.7 -1.4 -0.01
C 0.999 0.890 6.721 0.5 -0.5 -0.7 -0.86
C 1.676 -0.110 7.433 0.1 -0.2 0.0 -0.18
C 2.472 -1.051 6.759 -0.4 0.8 -0.4 -0.63
C 2.590 -0.996 5.364 -0.5 0.8 -1.8 -0.26
H 0.576 1.722 4.757 0.2 -0.4 0.4 0.18
H 0.376 1.617 7.239 0.2 -0.1 -0.1 0.35
H 1.577 -0.158 8.521 0.0 0.0 -0.3 0.32
H 2.993 -1.830 7.318 -0.1 0.2 -0.2 0.35
H 3.192 -1.740 4.815 -0.3 0.4 0.5 0.33
```
Positions in Å, forces in eV/Å.

---

The following is a quantum chemistry calculation of a structure of composition C28H33GeHfN6O3 in a non-equilibrium geometry, from the Open Molecules 2025 dataset.

Its expectation value of S² is 0.75. Its LUMO energy (spin up / spin down) is -6.416 / -8.369 eV. As for the energy above the lowest of the compared OMol25 structures with the same formula, charge and spin: 1.854 eV. The total charge is +2. The calculation puts the total energy at -102462.5011 eV. The multiplicity is 2. For the highest occupied orbital energy (spin up / spin down), the calculation gives -14.0 / -14.4 eV. Its orbital gap (spin up / spin down) is 0.278 / 0.221 Eh.

XYZ file:
```
72
Properties=species:S:1:pos:R:3:forces:R:3:lowdin_spin:R:1
Hf 0.220 -0.716 0.174 -2.7 -4.3 1.2 0.13
N -1.292 -1.583 -1.689 -0.2 -0.1 -0.3 0.02
C -0.953 -0.501 -2.670 0.3 0.3 -0.4 0.01
C 0.123 0.301 -1.969 -1.4 0.6 -1.5 0.04
O 1.083 -0.475 -1.487 2.2 -0.2 -2.3 0.02
N -0.089 1.511 -1.640 -0.1 0.0 -0.3 0.05
C 0.906 2.245 -0.889 0.3 0.3 0.2 0.00
C 1.580 1.382 0.167 2.7 1.8 -0.5 0.00
O 2.758 1.132 0.225 -0.5 0.7 0.0 0.00
O 0.750 0.832 1.052 0.0 1.8 1.4 0.02
H -0.995 -2.477 -2.091 0.0 0.2 0.2 0.00
H -2.316 -1.643 -1.637 0.3 0.0 0.3 0.00
H -1.808 0.138 -2.896 0.1 -0.2 0.1 0.00
H -0.551 -0.911 -3.603 -0.2 0.0 0.2 0.00
H 0.399 3.093 -0.416 0.1 -0.1 0.0 0.00
H 1.668 2.633 -1.572 -0.1 -0.1 0.1 0.00
C 1.510 -3.518 0.678 -0.3 -0.7 0.0 0.00
N 1.808 -2.036 0.759 0.8 -0.6 0.3 0.02
C 3.104 -1.851 -0.053 0.6 0.3 -0.6 0.00
N 4.158 -2.670 0.444 0.3 0.0 -0.3 0.00
C 3.793 -4.075 0.356 0.0 -0.1 -0.1 0.00
N 2.596 -4.318 1.160 -0.1 -0.3 -0.1 0.00
C 2.880 -3.962 2.548 -0.1 -0.1 0.1 0.00
N 3.264 -2.558 2.647 0.0 0.1 0.4 0.00
C 2.199 -1.718 2.193 0.2 0.3 0.8 0.00
C 4.454 -2.333 1.830 0.1 0.1 0.0 0.00
H 1.315 -3.767 -0.377 0.0 0.1 0.2 0.00
H 0.626 -3.745 1.287 0.2 0.2 -0.2 0.00
H 3.397 -0.797 0.002 -0.2 -0.4 0.0 0.00
H 2.892 -2.113 -1.097 -0.1 0.0 0.3 0.00
H 4.607 -4.696 0.731 0.0 0.0 -0.1 0.00
H 3.593 -4.337 -0.685 0.0 0.0 0.0 0.00
H 3.690 -4.589 2.922 -0.1 0.0 0.0 0.00
H 1.988 -4.136 3.154 0.0 0.0 0.0 0.00
H 2.530 -0.667 2.231 -0.2 -0.3 -0.1 0.00
H 1.322 -1.854 2.849 0.1 0.0 -0.3 0.00
H 5.264 -2.965 2.195 0.0 0.1 0.0 0.00
H 4.757 -1.286 1.896 0.0 0.0 0.0 0.00
C -6.656 -0.331 -0.210 0.0 0.0 0.0 0.00
C -5.906 0.151 -1.270 0.0 -0.1 -0.1 0.00
C -4.554 0.409 -1.105 0.1 0.1 -0.1 0.00
C -3.955 0.197 0.129 1.4 0.3 -0.2 0.07
C -4.707 -0.288 1.192 0.2 0.0 0.1 0.02
C -6.057 -0.545 1.020 0.0 -0.1 0.1 0.01
Ge -2.023 0.736 0.524 -3.4 1.3 2.0 0.32
C -1.591 -0.624 2.032 0.2 -0.4 -0.4 0.11
C -1.366 -1.977 1.705 -0.4 0.1 0.5 0.00
C -1.281 -2.945 2.708 -0.1 -0.2 0.0 0.00
C -1.378 -2.578 4.041 0.0 0.0 -0.2 0.00
C -1.579 -1.247 4.376 -0.1 -0.1 -0.1 0.01
C -1.676 -0.284 3.384 -0.1 0.4 -0.2 0.02
C -2.037 2.512 1.442 0.3 -0.7 -0.8 0.04
C -3.003 3.448 1.070 0.0 -0.3 -0.1 0.02
C -3.053 4.681 1.698 0.0 0.1 0.0 0.00
C -2.128 5.001 2.682 0.0 0.0 -0.1 0.02
C -1.162 4.078 3.052 0.0 0.0 0.0 0.00
C -1.102 2.849 2.420 0.2 -0.2 0.0 0.02
H -7.706 -0.545 -0.338 -0.1 0.0 0.0 0.00
H -6.374 0.326 -2.226 0.0 0.0 -0.1 0.00
H -3.974 0.798 -1.933 0.0 0.1 -0.1 0.00
H -4.248 -0.442 2.158 -0.1 -0.1 0.1 0.00
H -6.637 -0.912 1.854 -0.1 0.0 0.0 0.00
H -1.479 -2.317 0.664 -0.1 -0.1 0.1 0.00
H -1.204 -3.992 2.450 0.0 -0.1 0.0 0.00
H -1.342 -3.332 4.811 0.0 -0.1 0.1 0.00
H -1.710 -0.968 5.410 0.1 0.1 0.1 0.00
H -1.902 0.737 3.656 0.1 0.1 0.1 0.00
H -3.717 3.198 0.296 -0.1 0.1 0.0 0.00
H -3.809 5.397 1.413 -0.1 0.1 0.0 0.00
H -2.142 5.977 3.143 -0.1 0.0 0.1 0.00
H -0.444 4.319 3.823 0.0 0.0 0.0 0.00
H -0.314 2.157 2.687 0.0 0.0 0.1 0.00
```
Positions in Å, forces in eV/Å.